A structure of composition C30H36BrF3IN4OsSi2 at a distorted geometry. Source: the OMol25 dataset; level of theory: the ωB97M-V functional and the def2-TZVPD basis.

The geometry in XYZ format:
```
78
Properties=species:S:1:pos:R:3:forces:R:3:mulliken_charge:R:1
H -2.5412 3.9855 -2.0011 -0.0007 0.0124 -0.0213 0.34
H -3.6332 1.2551 3.2595 -0.0045 0.0748 0.0120 0.51
N 0.1541 -2.6252 -1.7059 0.2675 0.2732 -0.3295 -1.05
C -3.8322 -1.9060 -1.8315 -0.1201 -0.3581 0.3608 -0.34
C 1.1108 1.7905 0.3958 -0.1872 0.1796 -0.1982 -1.13
C 3.7137 -0.4851 4.5950 0.0460 -0.0635 -0.0579 -0.69
H -1.9639 1.8147 3.4736 0.0126 -0.0118 0.0115 0.36
H 4.8288 -3.4563 3.4507 -0.0241 -0.0176 -0.0170 0.46
H 1.1738 3.9168 0.6522 0.0003 0.0099 -0.0328 0.66
C 3.6119 -2.4206 -0.6549 -0.0498 -0.1262 -0.0362 0.15
H 5.1466 -1.8731 5.3708 -0.0020 0.0010 0.0068 0.41
C 2.1151 -3.5330 -2.7347 -0.0728 -0.0562 0.0110 -0.41
H 4.1231 2.1043 -1.8865 0.0303 -0.0166 0.0318 0.52
C -0.1603 0.9263 -2.9662 0.0733 -0.1107 0.1713 -0.57
H -5.0117 2.4496 1.1900 -0.0586 0.0131 0.0015 0.42
H -0.9423 3.7112 1.4818 -0.0419 0.0199 0.0891 0.16
C 4.2781 -2.5292 3.5143 -0.0026 0.0515 -0.0540 -1.34
C -1.6878 -1.6918 -0.7715 0.0923 -0.7796 -0.6963 -0.22
H 4.2392 -1.9992 0.1235 0.0265 0.0463 -0.1042 0.59
C 4.2194 -3.1375 -1.6678 -0.0755 -0.0047 -0.0221 -0.85
H 0.7411 1.5146 -2.7956 0.0667 0.0244 0.0018 0.21
N 1.6455 0.6768 -0.1236 -0.0316 0.2292 0.1331 0.69
C 1.5107 -2.8185 -1.6863 -0.1593 0.1786 0.1190 0.76
H -2.5561 4.1576 2.0431 -0.0010 -0.0027 0.0339 0.43
H -1.9586 -2.2726 -2.8166 0.0215 -0.0431 -0.0379 0.45
H -4.4464 2.5412 -0.4811 -0.0415 0.0395 0.0189 0.27
C 1.6206 3.0559 0.1759 0.0064 -0.0402 -0.1277 -1.21
H 3.8122 0.2245 5.4023 -0.0104 0.0156 -0.0123 0.43
F 1.0586 -4.0449 1.5866 -0.1366 -0.0652 -0.0655 -0.21
H 5.2945 -3.2694 -1.6536 0.0144 0.0192 -0.0277 0.45
C -2.3120 -1.3004 0.4113 -0.2184 -0.2521 0.2219 -0.04
Si -1.6363 1.6703 -2.1097 -0.1482 -0.0458 -0.6221 -0.41
H 1.4973 -3.9196 -3.5351 0.0113 -0.0493 0.0154 0.49
C -2.0048 3.6747 1.2341 0.1580 -0.0676 -0.2825 -1.10
C 2.7400 3.1776 -0.6304 0.0011 -0.0227 0.0080 -0.35
Si -2.6434 1.9146 1.1249 -0.3855 0.2780 0.3003 0.41
H -1.0796 0.1790 -0.1590 0.6139 1.2670 0.4640 0.21
H -1.7019 -1.0854 1.2780 0.0353 -0.0742 0.1346 0.16
I 1.7745 1.5685 3.6931 0.1497 0.0158 0.1673 0.21
H -4.1842 -0.9862 1.4073 0.0603 -0.0190 0.0030 0.62
H 3.9690 -4.2530 -3.5051 0.0278 -0.0077 0.0076 0.40
H -3.2455 1.4184 -3.8960 -0.0083 0.0359 -0.0355 0.47
C -4.4626 -1.5581 -0.6384 -0.0020 -0.0998 -0.1309 -0.51
C 3.3778 -2.1949 2.5255 0.1911 -0.1220 0.1407 -0.30
H -2.2579 0.1918 2.9038 -0.0096 0.0166 0.0419 0.16
Br 3.5275 4.8541 -0.9111 -0.0222 0.0287 -0.0358 -0.11
C -4.3902 1.9579 0.4393 0.1188 0.1029 -0.1162 -1.01
H -1.3501 3.7751 -3.2872 0.0021 -0.0163 -0.0171 0.41
C -2.6231 1.2141 2.8459 0.0376 -0.3214 -0.0915 -1.00
C 2.8308 -0.2295 3.5517 -0.1425 0.1395 0.0138 0.02
C -1.5828 3.5266 -2.2496 -0.1031 0.0391 0.2613 -1.09
C -3.7011 -1.2511 0.4746 -0.1998 -0.1181 -0.0904 -0.83
N 2.6560 -1.0596 2.5265 -0.4957 0.0874 -0.6281 0.03
C 3.2756 2.0430 -1.2197 -0.0250 0.0127 -0.0101 -0.64
H -5.5430 -1.5321 -0.5868 -0.0071 0.0173 0.0040 0.46
Os 1.0235 -1.2630 0.7367 1.0530 -0.6908 0.2089 2.35
H -4.4263 -2.1361 -2.7057 -0.0057 0.0032 -0.0241 0.39
H 3.2079 -2.8559 1.6899 0.0211 0.0033 0.1058 0.79
H -3.1552 -0.0965 -2.9729 0.0204 0.5181 -0.1878 0.15
C -3.1931 0.9902 -2.8927 -0.0057 0.0398 0.0902 -0.87
H -0.8180 3.9758 -1.6151 0.0637 0.0102 -0.0459 0.32
H -4.1019 1.2565 -2.3548 -0.0371 0.0260 -0.0378 0.32
C 2.7021 0.8184 -0.9354 0.0068 -0.0166 -0.0580 -0.53
C -1.6575 1.0949 -0.2858 0.0613 -0.3639 -0.0416 0.98
H -0.3456 0.9046 -4.0420 -0.0131 0.0199 -0.0146 0.59
N -0.2484 -1.8517 -0.7843 -0.6988 -0.1210 0.5265 1.00
H -2.1636 4.2461 0.3215 -0.0095 0.0430 0.0199 0.34
F -0.1229 -2.8589 2.8380 0.1918 0.0935 0.0580 -0.22
C -2.4545 -1.9836 -1.9028 0.2483 -0.1699 0.3007 -0.66
H 3.0951 -0.0865 -1.3764 0.0221 0.0007 0.0500 0.30
C 0.6188 -2.8135 1.7517 -0.3874 0.0450 -0.4524 0.49
F -0.1779 -0.1032 2.0057 -0.2567 0.0980 0.0371 -0.92
C 3.4742 -3.7049 -2.7160 0.0198 0.0511 -0.0413 -0.74
H 0.0335 -0.0970 -2.6353 0.0134 0.0555 -0.0826 0.03
H -4.7920 0.9650 0.2428 -0.0250 0.1523 0.0345 0.20
H 0.2451 1.6414 1.0343 0.2268 -0.1027 0.1158 1.03
C 2.2108 -2.2480 -0.5989 0.2114 -0.0381 0.4715 -0.96
C 4.4519 -1.6521 4.5716 0.0024 0.0266 0.0820 -0.32
```
Positions in Å, forces in eV/Å.

Max |F| = 1.5 eV/A
Net charge = +1
Highest occupied orbital energy (alpha / beta) = -10.2 / -10.2 eV

A structure of composition C30H36ClN4NiOSi2Te. Source: the OMol25 dataset; level of theory: the ωB97M-V functional and the def2-TZVPD basis.

The geometry in XYZ format:
```
76
Properties=species:S:1:pos:R:3:forces:R:3:nbo_charge:R:1
C -3.6541 1.6832 -0.1785 -0.1636 0.1439 0.3972 -1.13
C 1.1624 -0.4308 -4.1758 0.0127 -0.0073 -0.0836 -0.24
H 1.4005 3.5593 -0.3001 0.0085 0.0235 -0.0073 0.24
C -2.7016 -1.7742 3.9737 -0.2339 -0.0825 -0.0279 -0.18
C -4.3057 2.0090 2.8040 -0.0843 0.0698 -0.2278 -1.12
H -1.6391 6.8569 -2.2976 -0.0027 -0.0032 0.0297 0.24
C 1.3313 4.3832 -1.0144 -0.2520 0.1700 -0.0013 -1.12
C -1.0485 0.5575 -2.9523 -0.0814 -0.0389 -0.1654 0.09
C 2.5230 1.9794 3.2651 0.0657 0.0538 0.0965 -0.15
H -4.4274 0.9409 2.9939 0.0066 -0.0737 -0.0142 0.24
C -2.0942 -1.3272 1.2915 -0.1385 -0.1810 0.1524 0.21
H -3.2558 2.2657 2.9622 -0.0087 0.0219 0.0244 0.24
H 2.1133 5.1026 -0.7644 -0.0047 0.0036 0.0104 0.25
H -7.3114 2.1354 1.3814 -0.0146 -0.0239 -0.0169 0.25
H -0.0390 6.6880 0.9754 0.0040 -0.0014 -0.0111 0.25
C 1.0158 -0.4175 -2.7984 0.1197 0.0250 0.0572 0.08
C -1.5460 -1.0600 3.6244 0.1575 0.1224 -0.2930 -0.20
H -0.6743 5.1342 1.5147 0.0165 0.0116 0.0189 0.24
C 2.2492 1.3524 0.8934 0.0524 0.0815 0.5631 0.42
H -1.9385 0.9144 -2.4497 0.0197 0.0657 0.0753 0.22
C -3.2614 -2.0434 1.6513 0.1883 0.1214 -0.0326 -0.11
Ni -0.2218 0.1819 -0.1377 0.8774 -0.2763 -0.2317 1.30
Si -4.8687 2.4703 1.0664 0.0551 -0.1285 -0.0598 1.63
C 0.5982 0.6503 2.6302 -0.0542 -0.1761 0.0091 0.22
H -2.1092 -1.6492 -1.9704 0.0182 0.1142 0.0073 0.21
C -1.2504 -0.7854 2.3044 -0.1535 -0.1746 0.4530 0.11
H 1.7996 -0.7876 -2.1504 -0.0215 0.0254 0.0303 0.23
C -3.6580 -2.4009 -0.6845 -0.1838 -0.1785 0.0585 -0.27
C -0.7467 5.8928 0.7330 0.0692 -0.0999 -0.2658 -1.12
Cl 4.5999 3.3934 4.2271 0.0811 0.0539 0.0673 0.02
C -2.4606 -1.7237 -0.9491 0.1918 0.0503 0.0389 0.09
C -4.0645 -2.5584 0.6116 0.1204 0.0821 -0.1502 -0.09
N -0.0742 0.0629 -2.1920 -0.0511 0.0957 -0.4392 -0.53
C 0.1605 0.0963 -4.9696 -0.1029 0.0341 0.1230 -0.08
H 0.2370 0.1152 -6.0479 0.0377 0.0023 -0.0032 0.25
H 0.0652 7.2955 -2.1818 -0.0073 0.0014 -0.0133 0.25
H -0.8752 -0.7491 4.4133 -0.0057 0.0433 -0.0089 0.23
H 1.5518 3.9811 -2.0061 -0.0120 -0.0105 -0.0039 0.24
N -1.7112 -1.1774 -0.0140 -0.6286 -0.2386 0.1738 -0.56
Te -1.6378 2.3050 0.2403 -0.6487 0.6070 -0.2506 0.56
C -3.5598 -2.2394 3.0156 -0.0228 0.0516 0.1472 -0.19
C 3.7003 2.6053 2.9794 -0.1597 -0.0894 -0.0069 -0.10
H 0.2971 0.7721 3.6716 0.0787 -0.1409 0.0347 0.18
C 1.7847 1.3270 2.2525 -0.0415 0.1084 -0.5584 -0.26
H -3.8823 1.9978 -1.1979 0.0844 -0.0095 -0.0467 0.25
H -6.8840 1.9563 -0.3199 0.0093 0.0093 -0.0039 0.24
H 2.0580 -0.8435 -4.6171 0.0084 0.0058 0.0243 0.25
H -4.9777 -3.0854 0.8576 -0.0027 -0.0120 -0.0256 0.23
H -4.4608 -2.7750 3.2865 0.0328 -0.0238 0.0013 0.23
H -0.4479 6.0384 -3.3085 0.0166 -0.0134 0.0079 0.24
C -2.0496 1.2047 -5.0683 -0.1647 0.1199 -0.1404 0.25
H -2.9104 -1.9584 5.0189 0.0112 0.0089 -0.0019 0.24
H -4.8921 2.5457 3.5529 -0.0046 -0.0077 -0.0087 0.25
C -4.8037 4.3353 0.8334 -0.0900 -0.2672 0.0145 -1.12
H -2.6436 4.1623 -1.3668 -0.0304 -0.0406 0.0814 0.25
C -0.9720 0.6092 -4.3385 0.2271 -0.1172 0.1296 -0.20
C -1.6258 3.7720 -1.3230 0.3831 0.1019 0.1450 -1.11
N -0.1332 -0.0786 1.8380 -0.0830 0.1452 0.2433 -0.63
O 1.5943 0.8403 -0.0893 0.1956 0.0084 -0.4292 -0.82
H -6.5484 0.6474 0.8184 0.0276 0.0017 0.0124 0.24
H -1.7502 6.3227 0.7700 -0.0048 -0.0041 -0.0129 0.24
C 4.1895 2.6081 1.6605 -0.0295 0.0051 0.0260 -0.16
H -1.3970 3.2964 -2.2777 -0.0264 -0.0698 0.0133 0.24
C -0.6230 6.4584 -2.3162 0.1124 -0.1521 0.1838 -1.11
H -3.7200 0.5962 -0.1316 0.0935 -0.0504 0.0061 0.23
N -2.9140 1.7116 -5.6297 0.0263 -0.0568 0.0405 -0.24
Si -0.3756 5.1737 -0.9674 -0.0780 -0.0001 -0.0362 1.63
H -3.7949 4.7157 1.0109 0.0058 0.0078 0.0353 0.24
H 5.1312 3.0998 1.4544 -0.0065 0.0044 -0.0197 0.24
H -4.2282 -2.8011 -1.5110 -0.0028 -0.0060 0.0202 0.24
H 3.8571 2.0194 -0.3630 -0.0164 0.0125 0.0014 0.22
C -6.5602 1.7328 0.6982 0.1760 0.2344 0.1013 -1.11
C 3.4855 2.0085 0.6534 -0.0063 -0.1284 -0.0501 -0.24
H -5.1086 4.6308 -0.1728 -0.0089 -0.0171 -0.0042 0.24
H -5.4749 4.8279 1.5397 0.0247 0.0260 -0.0012 0.25
H 2.1523 1.9596 4.2831 0.0166 0.0263 -0.0025 0.23
```
Positions in Å, forces in eV/Å.

Max |F| = 0.9 eV/A
Net charge = +1
Highest occupied orbital energy (alpha / beta) = -10.2 / -10.3 eV
Expectation value of S² = 2.010
2S+1 = 3

Which formula does entry 1 have?
C30H36BrF3IN4OsSi2

Among the records above, which one has the highest max |F|?
C30H36BrF3IN4OsSi2